# 1
This record from the Open Molecules 2025 dataset describes a 2-piece molecular cluster, C3H3IO overall. The level of theory is ωB97M-V/def2-TZVPD.

CARTESIAN COORDINATES (ANGSTROEM)
1 C 1.3355 0.8607 0.7423
2 C 0.5979 -1.4934 -0.2451
3 C 0.8709 -0.0838 0.1675
4 O 0.6700 -2.4596 0.5092
5 I -2.4116 0.8230 -0.0458
6 H -2.5740 2.0505 -0.9764
7 H 1.3314 1.8597 1.1276
8 H 0.1797 -1.5569 -1.2791

The HOMO-LUMO gap comes out at 9.744 eV. As for the HOMO energy: -10.0 eV. The energy relative to the best compared isomer or geometry (same formula, charge and spin) comes out at 37.96 kcal/mol. The value obtained for the max |F| is 2.49 eV/Å. The structure (SMILES) is C#CC=O.I. The energy is -13304.5040 eV.

Now the natural (NBO) charges, all in e: number 1, C, carries -0.14; number 2, C, carries 0.36; number 3, C, carries -0.14; number 4, O, carries -0.47; number 5, I, carries -0.08; number 6, H, carries 0.09; number 7, H, carries 0.24; number 8, H, carries 0.14

=====

# 2
This record from the Open Molecules 2025 dataset describes a 2-piece molecular cluster, C3H3IO overall. The level of theory is ωB97M-V/def2-TZVPD.

CARTESIAN COORDINATES (ANGSTROEM)
1 C 1.2606 -0.4344 2.0079
2 C 0.1383 -0.0842 -0.3416
3 C 0.8761 -0.2403 0.8688
4 O -1.0064 0.2496 -0.5241
5 I -2.6906 1.9984 -3.3425
6 H -2.5584 2.2130 -1.7712
7 H 1.9727 -0.7456 2.7181
8 H 0.7375 -0.4147 -1.1670

The HOMO-LUMO gap comes out at 9.431 eV. As for the HOMO energy: -9.7 eV. The energy relative to the best compared isomer or geometry (same formula, charge and spin) comes out at 35.60 kcal/mol. The value obtained for the max |F| is 2.70 eV/Å. The structure (SMILES) is C#CC=O.I. The energy is -13304.6067 eV.

Now the natural (NBO) charges, all in e: number 1, C, carries -0.11; number 2, C, carries 0.36; number 3, C, carries -0.13; number 4, O, carries -0.48; number 5, I, carries -0.11; number 6, H, carries 0.11; number 7, H, carries 0.24; number 8, H, carries 0.13

=====

# 3
This record from the Open Molecules 2025 dataset describes a 2-piece molecular cluster, C3H3IO2 overall. The level of theory is ωB97M-V/def2-TZVPD.

CARTESIAN COORDINATES (ANGSTROEM)
1 C -1.1944 -0.6935 -2.6934
2 C -0.3631 1.0527 0.5758
3 C -0.1852 -0.5326 -1.9039
4 O -2.1010 -0.7523 -3.3991
5 O -1.3212 0.4065 0.8349
6 I 1.2152 1.0127 -2.4035
7 H 0.6720 0.8372 0.7894
8 H -0.2574 2.1512 0.2370
9 H 0.1613 -0.9720 -0.9673

The HOMO-LUMO gap comes out at 8.308 eV. As for the HOMO energy: -9.1 eV. The energy relative to the best compared isomer or geometry (same formula, charge and spin) comes out at 47.27 kcal/mol. The value obtained for the max |F| is 3.26 eV/Å. The structure (SMILES) is O=C=CI.C=O. The energy is -15352.4866 eV.

Now the natural (NBO) charges, all in e: number 1, C, carries 0.69; number 2, C, carries 0.28; number 3, C, carries -0.72; number 4, O, carries -0.42; number 5, O, carries -0.49; number 6, I, carries 0.17; number 7, H, carries 0.10; number 8, H, carries 0.10; number 9, H, carries 0.29